Entry 1:
Below is a cluster of 3 separate species, C3H13NO2S in total in a non-equilibrium geometry, with properties calculated with ωB97M-V/def2-TZVPD.

Results
Multiplicity   1
Highest occupied orbital energy   -9.01 eV
ΔE to the lowest compared entry with this formula, charge and spin   166.6 kJ/mol
Net charge   0
Total energy   -19740.71604 eV
SMILES   C[C@H](N)CS.O.O

Positions of all 20 atoms, in Å:
C1 -2.215 0.589 2.347
C2 -1.286 -0.230 1.436
C3 -0.915 0.502 0.103
S1 -0.531 -0.710 -1.342
N1 -0.046 -0.436 2.230
H1 -3.258 0.492 2.135
H2 -1.965 0.422 3.444
H3 -1.916 1.662 2.290
H4 -1.658 -1.159 0.947
H5 -0.131 1.285 0.342
H6 -1.895 1.023 -0.077
H7 0.694 -0.102 -1.372
H8 0.253 0.429 2.763
H9 0.719 -0.563 1.545
H10 2.242 1.217 -0.097
H11 3.443 2.109 -0.075
O1 3.074 1.270 0.347
H12 2.133 -3.257 -5.506
H13 1.869 -1.813 -5.698
O2 1.390 -2.729 -5.761

Atoms 1-6, force components in eV/Å:
C 1.52 0.66 1.01
C 1.73 0.45 -0.40
C -1.90 0.86 0.59
S 0.94 2.17 1.66
N 0.93 0.27 -0.31
H -0.63 -0.07 -0.01


Entry 2:
Below is a cluster of 3 separate species, C3H13NO2S2 in total in a non-equilibrium geometry, with properties calculated with ωB97M-V/def2-TZVPD.

Results
Multiplicity   2
Highest occupied orbital energy (alpha / beta)   0.74 / -6.39 eV
Expectation value of S²   0.75
ΔE to the lowest compared entry with this formula, charge and spin   265.2 kJ/mol
Net charge   -1
Total energy   -30575.28635 eV

Positions of all 21 atoms, in Å:
N1 -0.070 1.791 -0.444
C1 -0.087 0.232 -0.238
C2 1.324 -0.070 -0.433
S1 1.684 -1.839 -0.639
S2 1.311 -2.623 1.244
C3 2.749 -1.856 2.154
H1 -0.891 2.247 -0.723
H2 0.190 2.192 0.467
H3 -0.490 0.026 0.726
H4 -0.608 -0.448 -1.051
H5 1.529 0.355 -1.454
H6 2.059 0.305 0.295
H7 3.702 -2.253 1.770
H8 2.650 -0.715 2.060
H9 2.732 -2.061 3.215
H10 -5.737 2.734 -1.743
H11 -5.845 3.924 -2.765
O1 -5.467 3.569 -1.861
H12 -3.011 4.178 0.080
H13 -3.271 3.053 -0.843
O2 -2.577 3.366 -0.078

Atoms 1-6, force components in eV/Å:
N 1.60 -2.36 0.86
C -1.66 1.98 -1.91
C 2.01 -0.86 -1.15
S 0.10 -0.41 0.35
S 0.89 0.68 0.27
C -0.31 1.18 -0.67